[1]
{
  "formula": "C8H22CrN2O6P",
  "method": "the ωB97M-V functional and the def2-TZVPD basis",
  "multiplicity": 5,
  "charge": -1,
  "orbital_gap_ha": [0.1440, 0.1966],
  "total_energy_ha": -2264.934594,
  "s2": 6.0141,
  "species": ["Cr", "P", "O", "O", "O", "O", "C", "C", "C", "O", "C", "N", "H", "H", "H", "H", "H", "H", "H", "H", "H", "H", "H", "C", "C", "C", "O", "C", "N", "H", "H", "H", "H", "H", "H", "H", "H", "H", "H", "H"],
  "positions_angstrom": [[0.814, 0.992, 0.753], [2.154, 0.959, 2.661], [2.940, 0.947, 1.298], [2.888, 0.916, 3.946], [1.033, -0.153, 2.370], [1.268, 2.275, 2.363], [-1.199, 4.450, -0.370], [-0.657, 3.194, 0.324], [-1.815, 2.253, 0.630], [-1.340, 0.997, 1.003], [-2.319, 0.118, 1.503], [0.307, 2.505, -0.614], [-1.761, 5.083, 0.325], [-1.894, 4.197, -1.179], [-0.396, 5.074, -0.760], [-0.141, 3.466, 1.246], [-2.483, 2.128, -0.243], [-2.437, 2.685, 1.425], [-2.812, 0.544, 2.382], [-1.811, -0.806, 1.762], [-3.097, -0.084, 0.749], [0.982, 3.221, -0.872], [-0.201, 2.320, -1.478], [2.745, -1.871, -1.230], [1.239, -1.866, -1.437], [0.673, -3.269, -1.376], [-0.735, -3.224, -1.401], [-1.327, -4.482, -1.266], [0.646, -0.984, -0.394], [3.042, -2.413, -0.328], [3.155, -0.869, -1.095], [3.256, -2.300, -2.100], [1.019, -1.379, -2.392], [1.034, -3.763, -0.459], [1.081, -3.876, -2.201], [-1.040, -5.148, -2.091], [-2.406, -4.338, -1.268], [-1.055, -4.966, -0.318], [1.004, -1.355, 0.498], [-0.354, -1.178, -0.366]],
  "atomic_forces_ev_per_a": [[1.13, -0.59, -0.09], [0.21, 1.56, -0.94], [0.71, -0.79, 0.25], [0.05, -0.32, 0.34], [-0.01, -0.37, -0.05], [-0.40, -0.28, 0.47], [-0.45, 0.18, 0.47], [-0.45, 0.53, -1.16], [-0.54, 0.31, -0.09], [-0.63, -0.23, 0.07], [-0.26, 0.00, -0.07], [-0.75, 1.03, 0.27], [0.04, -0.10, 0.04], [0.18, -0.03, -0.11], [0.08, -0.10, -0.05], [0.33, -0.39, -0.03], [0.13, 0.15, -0.12], [0.11, 0.05, 0.08], [0.13, -0.05, 0.08], [0.06, 0.03, 0.14], [0.14, 0.04, -0.02], [0.36, -0.33, 0.21], [0.02, -0.23, 0.06], [0.48, -0.01, -0.31], [0.14, 1.20, 0.47], [0.49, -0.19, 0.00], [0.06, 0.20, -0.14], [-0.11, -0.24, 0.09], [-0.10, -1.21, 0.09], [-0.14, -0.11, -0.05], [-0.33, 0.12, 0.05], [-0.06, -0.18, 0.13], [-0.10, -0.32, -0.15], [-0.19, 0.15, 0.10], [-0.24, 0.10, -0.11], [-0.06, 0.00, 0.03], [-0.01, -0.03, -0.09], [0.09, 0.06, -0.04], [-0.11, 0.41, 0.22], [0.03, -0.01, -0.04]]
}

[2]
{
  "formula": "C8H22F3O8V",
  "method": "the ωB97M-V functional and the def2-TZVPD basis",
  "multiplicity": 2,
  "charge": -1,
  "orbital_gap_ha": [0.2012, 0.2764],
  "total_energy_ha": -2163.532369,
  "s2": 0.7545,
  "species": ["O", "V", "O", "C", "O", "O", "C", "F", "F", "F", "C", "C", "H", "H", "H", "H", "H", "H", "C", "O", "H", "H", "H", "H", "C", "O", "H", "H", "H", "H", "C", "O", "H", "H", "H", "H", "C", "O", "H", "H", "H", "H"],
  "positions_angstrom": [[-16.353, 32.581, 20.761], [-15.534, 31.292, 20.662], [-15.444, 30.750, 19.137], [-14.353, 30.023, 23.182], [-15.349, 31.087, 23.197], [-14.154, 29.836, 21.799], [-13.079, 30.194, 24.080], [-13.359, 30.198, 25.401], [-12.214, 29.182, 23.947], [-12.414, 31.323, 23.794], [-16.134, 31.340, 24.350], [-17.026, 32.484, 23.911], [-16.447, 33.387, 23.715], [-17.650, 32.404, 23.021], [-17.697, 32.741, 24.730], [-15.563, 31.541, 25.256], [-16.831, 30.531, 24.565], [-14.965, 29.204, 23.561], [-15.163, 27.188, 19.764], [-14.130, 27.126, 20.740], [-15.119, 28.006, 19.044], [-15.245, 26.224, 19.261], [-16.115, 27.366, 20.264], [-14.061, 27.999, 21.133], [-18.732, 30.010, 20.806], [-17.334, 29.881, 21.099], [-19.178, 30.535, 21.651], [-18.868, 30.699, 19.972], [-19.285, 29.078, 20.691], [-17.343, 29.231, 21.805], [-12.679, 32.393, 19.125], [-13.554, 32.721, 20.161], [-12.903, 33.172, 18.397], [-11.632, 32.302, 19.417], [-13.005, 31.445, 18.696], [-13.126, 33.408, 20.676], [-17.395, 31.027, 16.674], [-18.380, 31.847, 17.292], [-16.396, 31.391, 16.911], [-17.532, 30.020, 17.067], [-17.519, 31.030, 15.591], [-19.240, 31.425, 17.226]],
  "atomic_forces_ev_per_a": [[-3.18, 4.86, 1.15], [2.97, -4.39, 0.55], [0.57, -0.95, -1.65], [-1.73, -0.74, -3.34], [1.57, 0.34, 0.96], [0.36, 0.58, 2.61], [-0.30, 0.25, -0.87], [-0.50, 0.43, 0.25], [-0.08, -0.22, -0.53], [-0.06, 0.10, 0.14], [-0.98, 0.27, -1.38], [-0.19, 1.49, 0.91], [0.24, -0.04, 0.02], [0.37, -0.87, -0.08], [-0.15, 0.02, 0.25], [0.17, 0.23, -0.11], [0.25, -0.77, 0.08], [0.55, -0.82, 0.76], [-0.47, 0.05, 0.61], [-0.12, -0.65, -0.85], [0.62, 0.09, -0.06], [0.24, -0.03, -0.06], [-0.38, -0.11, 0.13], [0.10, 0.97, 0.32], [-0.02, 1.51, 0.42], [-0.79, -0.71, -0.14], [-0.29, 0.04, 0.19], [0.29, -0.38, -0.25], [0.44, -0.25, -0.33], [0.83, 0.01, 0.16], [-0.60, -0.16, -1.19], [-0.18, -0.31, 1.45], [0.94, -0.07, -0.69], [0.06, 0.26, 0.08], [-0.07, 0.00, 0.13], [-0.39, -0.02, 0.30], [-0.37, -0.25, 0.11], [-0.04, 0.68, 0.09], [-0.28, -0.06, 0.38], [0.53, -0.18, -0.15], [-0.07, -0.08, -0.28], [0.14, -0.11, -0.11]]
}

[3]
{
  "formula": "C8H23BMnO5",
  "method": "the ωB97M-V functional and the def2-TZVPD basis",
  "multiplicity": 6,
  "charge": -4,
  "orbital_gap_ha": [0.1434, 0.1464],
  "total_energy_ha": -1870.094393,
  "s2": 8.7536,
  "species": ["Mn", "C", "C", "O", "H", "H", "H", "H", "H", "C", "C", "O", "H", "H", "H", "H", "H", "C", "C", "O", "H", "H", "H", "H", "H", "O", "C", "C", "O", "H", "H", "H", "H", "B", "H", "H", "H", "H"],
  "positions_angstrom": [[-0.068, 0.060, -0.211], [-1.847, -1.637, 2.959], [-2.240, -2.041, 1.531], [-1.825, -1.257, 0.536], [-2.194, -2.418, 3.667], [-2.351, -0.705, 3.208], [-0.773, -1.478, 3.050], [-3.383, -2.116, 1.569], [-1.943, -3.123, 1.363], [-1.401, 2.053, -3.477], [-1.047, 0.575, -3.256], [-1.328, 0.126, -2.014], [-1.115, 2.365, -4.501], [-0.918, 2.671, -2.721], [-2.486, 2.224, -3.380], [0.026, 0.457, -3.529], [-1.627, -0.021, -4.030], [2.870, -3.200, -1.081], [1.652, -2.934, -0.171], [1.190, -1.692, -0.327], [3.156, -4.276, -1.091], [3.748, -2.632, -0.755], [2.636, -2.905, -2.106], [1.960, -3.162, 0.883], [0.863, -3.674, -0.481], [0.207, 1.588, 1.235], [-0.174, 1.715, 2.544], [-0.219, 3.112, 3.256], [0.800, 3.996, 3.155], [0.472, 1.075, 3.207], [-1.210, 1.329, 2.647], [-0.356, 2.813, 4.350], [-1.202, 3.583, 2.946], [2.010, 1.913, -1.797], [1.602, 0.864, -1.293], [2.995, 2.267, -1.164], [2.342, 1.686, -2.968], [1.179, 2.796, -1.753]],
  "atomic_forces_ev_per_a": [[-0.65, -0.21, 0.30], [-0.23, -0.19, 0.08], [-0.24, -0.16, -0.83], [0.12, 0.31, 0.44], [0.15, 0.06, -0.02], [0.11, 0.18, 0.07], [0.08, -0.02, 0.00], [0.01, -0.03, 0.07], [0.14, -0.03, 0.30], [-0.45, 0.18, -0.26], [0.13, -0.37, 0.28], [0.22, 0.20, 0.32], [0.13, 0.12, 0.16], [0.25, -0.02, -0.12], [0.03, -0.20, 0.03], [-0.10, 0.10, -0.06], [0.07, 0.13, -0.14], [0.43, -0.56, -0.03], [-0.66, 0.70, -0.49], [0.33, 0.40, 0.14], [-0.08, 0.11, 0.07], [-0.10, 0.14, 0.00], [-0.08, 0.10, 0.02], [-0.02, -0.29, 0.01], [0.20, -0.37, 0.29], [-0.13, -0.18, -0.42], [0.22, -0.61, -0.35], [0.46, 0.78, -0.04], [0.06, -0.06, 0.16], [0.00, 0.04, 0.03], [-0.22, -0.06, 0.52], [-0.46, -0.24, -0.03], [-0.12, -0.09, -0.04], [0.18, -0.05, -0.01], [0.04, 0.10, -0.18], [0.29, 0.06, 0.09], [0.05, -0.07, -0.30], [-0.15, 0.14, -0.08]]
}

[4]
{
  "formula": "C8H24B2O28",
  "method": "the ωB97M-V functional and the def2-TZVPD basis",
  "charge": -2,
  "orbital_gap_ha": 0.3251,
  "total_energy_ha": -2476.069983,
  "species": ["O", "C", "O", "B", "O", "C", "O", "O", "C", "O", "C", "O", "O", "O", "C", "O", "B", "O", "C", "O", "O", "C", "O", "C", "O", "O", "O", "H", "H", "O", "H", "H", "O", "H", "H", "O", "H", "H", "O", "H", "H", "O", "H", "H", "O", "H", "H", "O", "H", "H", "O", "H", "H", "O", "H", "H", "O", "H", "H", "O", "H", "H"],
  "positions_angstrom": [[-3.992, -3.211, 1.023], [-3.461, -2.869, -0.017], [-3.418, -3.537, -1.032], [-2.663, -2.678, -2.029], [-2.350, -1.443, -1.238], [-2.861, -1.526, -0.114], [-3.015, -0.534, 0.693], [-3.384, -2.515, -3.231], [-2.799, -2.995, -4.149], [-2.927, -2.828, -5.348], [-1.515, -3.518, -3.679], [-1.358, -3.296, -2.367], [-0.658, -4.312, -4.306], [-0.136, 1.619, -3.071], [0.007, 1.044, -1.968], [0.356, 1.619, -0.943], [0.523, 0.627, 0.067], [0.653, -0.652, -0.717], [0.395, -0.353, -1.964], [0.604, -1.099, -2.817], [-0.529, 0.640, 1.018], [-0.086, 0.928, 2.165], [-0.768, 1.437, 2.999], [1.354, 0.920, 2.078], [1.736, 0.894, 0.929], [2.061, 1.247, 3.070], [0.897, -1.400, -5.517], [0.574, -1.265, -4.586], [1.294, -2.279, -5.567], [0.533, 3.258, -5.138], [1.346, 3.538, -4.707], [0.340, 2.836, -4.247], [2.131, 4.477, 0.075], [1.113, 4.271, -0.062], [2.239, 5.085, 0.649], [2.083, 2.179, 6.258], [2.192, 2.889, 5.580], [2.153, 1.443, 5.720], [-1.954, 2.293, 5.416], [-2.866, 2.089, 5.241], [-1.398, 2.011, 4.690], [-1.209, -1.597, 4.112], [-0.766, -1.115, 4.818], [-2.028, -1.129, 3.731], [-3.448, 1.050, -3.611], [-3.270, 1.315, -2.719], [-2.614, 0.907, -3.905], [-2.927, 1.995, -0.886], [-2.818, 1.399, -0.203], [-2.195, 2.631, -0.781], [3.538, -1.814, 1.310], [2.630, -2.118, 1.826], [3.566, -0.951, 1.765], [1.427, -3.741, -1.090], [0.857, -2.853, -1.257], [2.446, -3.568, -1.196], [3.847, 0.187, 5.047], [4.684, 0.799, 4.911], [3.330, 0.530, 4.431], [4.421, 0.670, 1.719], [4.391, 1.213, 0.952], [3.692, 1.152, 2.170]],
  "atomic_forces_ev_per_a": [[-0.07, -0.18, 0.15], [-2.25, 0.96, 7.90], [1.17, -1.70, -5.99], [1.74, -0.82, 2.12], [1.59, 0.58, -4.46], [-2.17, 5.09, 5.14], [0.71, -3.92, -2.60], [-5.76, 3.63, 6.03], [5.01, -1.12, -8.90], [-1.33, -0.52, 0.45], [7.44, -7.19, -1.22], [-1.66, 0.63, -1.34], [-4.66, 4.61, 2.66], [-0.87, -1.09, 2.44], [0.03, 2.09, -9.28], [0.36, 3.09, 4.33], [1.03, -2.32, -0.04], [0.21, 0.96, 2.57], [-0.41, -0.62, 3.36], [0.18, -2.34, -3.79], [-1.72, -1.08, -2.64], [-2.17, 1.08, 1.29], [-0.24, -0.02, 1.74], [2.68, 2.34, 7.73], [1.32, -0.75, -5.54], [-0.85, -1.03, -1.58], [-0.18, 0.22, 0.54], [0.65, -0.42, -1.28], [-0.38, 0.19, 0.36], [0.39, -0.38, 2.43], [1.06, 0.93, -1.16], [-1.44, -0.33, -1.55], [-4.12, -7.68, -7.09], [3.40, 0.86, 0.65], [0.73, 6.74, 6.43], [-0.09, 3.55, 0.60], [-0.29, -0.60, 0.99], [0.26, -2.76, -1.38], [0.31, 0.54, 1.12], [-0.22, -0.26, -0.51], [-0.14, -0.25, -0.54], [-1.47, 0.20, -1.13], [-0.65, 0.51, -0.24], [2.15, -0.67, 1.25], [-3.77, 0.45, 0.72], [-0.26, 0.41, 1.25], [4.03, -0.82, -1.98], [0.32, 2.86, -2.38], [0.25, -2.65, 2.62], [-0.56, -0.41, -0.17], [-4.30, -0.97, 2.82], [3.34, 0.37, -2.34], [0.98, 0.01, -0.72], [0.76, 2.64, -0.56], [2.68, -3.04, 0.38], [-3.33, 0.22, 0.28], [6.58, -0.29, 3.83], [-2.38, -2.08, 0.67], [-4.11, 2.09, -4.71], [-0.33, 0.88, 1.29], [0.52, 0.25, -1.68], [0.29, -0.66, 0.66]]
}